# 1
# C2H3O2P

An isolated molecule of C2H3O2P (ωB97M-V/def2-TZVPD, the Open Molecules 2025 dataset).

- Relative energy (zero: lowest compared OMol25 entry of this formula, charge and spin): 39.3 kcal/mol
- Molecular weight: 90.02 g mol⁻¹
- Gap between HOMO and LUMO: 10.86 eV
- Highest occupied orbital energy: -11.06 eV

Structure (ORCA input):
```
! RIJCOSX wB97M-V def2-TZVPD def2/J DEFGRID3
* xyz 0 1
C 0.748 -0.123 -0.915
C 1.466 0.104 0.030
O -1.453 -1.356 -0.006
O -1.582 1.258 -0.112
P -1.037 -0.011 0.368
H 0.327 -0.442 -1.832
H -0.493 0.057 1.641
H 2.025 0.513 0.827
*
```

***

# 2
# C2H3O2Rh

A structure of composition C2H3O2Rh (ωB97M-V/def2-TZVPD, the Open Molecules 2025 dataset).

- Relative energy (zero: lowest compared OMol25 entry of this formula, charge and spin): 5.3 kcal/mol
- Molecular weight: 161.95 g mol⁻¹
- Gap between HOMO and LUMO (spin up / spin down): 9.96 / 6.42 eV
- Highest occupied orbital energy (spin up / spin down): -21.64 / -22.42 eV

Structure (ORCA input):
```
! RIJCOSX wB97M-V def2-TZVPD def2/J DEFGRID3
* xyz 2 5
O -0.308 -0.245 -1.753
C -1.090 -0.260 -0.797
Rh -1.266 -2.229 -1.005
O -0.517 -0.291 0.455
C 0.586 0.589 0.718
H 0.690 0.610 1.808
H 1.522 0.240 0.267
H 0.383 1.585 0.308
*
```

***

# 3
# C2H3O2S

A cluster of 2 separate species, C2H3O2S in total (ωB97M-V/def2-TZVPD, the Open Molecules 2025 dataset).

- Relative energy (zero: lowest compared OMol25 entry of this formula, charge and spin): 33.2 kcal/mol
- Molecular weight: 91.11 g mol⁻¹
- Gap between HOMO and LUMO: 7.36 eV
- Highest occupied orbital energy: -3.48 eV

Structure (ORCA input):
```
! RIJCOSX wB97M-V def2-TZVPD def2/J DEFGRID3
* xyz -1 1
C -2.087 -0.604 -0.020
C 0.768 -0.398 0.206
O 1.070 -1.447 0.755
O -2.040 -1.746 -0.437
S -3.392 0.360 0.320
H 0.797 0.590 0.712
H 0.669 -0.314 -0.889
H -1.070 -0.129 0.238
*
```

***

# 4
# C2H3O2S2

The ion C2H3O2S2 with charge -1 (ωB97M-V/def2-TZVPD, the Open Molecules 2025 dataset).

- Relative energy (zero: lowest compared OMol25 entry of this formula, charge and spin): 60.6 kcal/mol
- Molecular weight: 123.18 g mol⁻¹
- Gap between HOMO and LUMO: 7.83 eV
- Highest occupied orbital energy: -4.12 eV

Structure (ORCA input):
```
! RIJCOSX wB97M-V def2-TZVPD def2/J DEFGRID3
* xyz -1 1
C 1.496 -0.221 -0.123
C 0.659 0.730 0.051
S -1.335 -0.262 -0.022
O -1.559 -1.197 -1.125
O -1.187 -0.944 1.250
S -2.485 1.377 0.050
H 2.629 -0.142 -0.080
H 1.114 -1.144 -0.089
H 0.668 1.803 0.089
*
```

***

# 5
# C2H3O2Sm

A structure of composition C2H3O2Sm (ωB97M-V/def2-TZVPD, the Open Molecules 2025 dataset).

- Relative energy (zero: lowest compared OMol25 entry of this formula, charge and spin): 113.4 kcal/mol
- Molecular weight: 209.40 g mol⁻¹
- Gap between HOMO and LUMO (spin up / spin down): 3.05 / 9.45 eV
- Highest occupied orbital energy (spin up / spin down): -14.88 / -20.57 eV

Structure (ORCA input):
```
! RIJCOSX wB97M-V def2-TZVPD def2/J DEFGRID3
* xyz 2 8
H 1.620 -0.440 -0.346
C 0.000 1.201 -0.434
O -0.626 2.176 -0.098
O -0.289 0.024 0.043
C 0.667 -1.065 -0.203
H 0.564 -1.735 0.651
H 0.397 -1.483 -1.175
Sm -2.333 1.321 1.562
*
```

***

# 6
# C2H3O2Yb

A structure of composition C2H3O2Yb (ωB97M-V/def2-TZVPD, the Open Molecules 2025 dataset).

- Relative energy (zero: lowest compared OMol25 entry of this formula, charge and spin): 0.0 kcal/mol
- Molecular weight: 232.08 g mol⁻¹
- Gap between HOMO and LUMO (spin up / spin down): 6.49 / 9.75 eV
- Highest occupied orbital energy (spin up / spin down): -16.92 / -20.18 eV

Structure (ORCA input):
```
! RIJCOSX wB97M-V def2-TZVPD def2/J DEFGRID3
* xyz 2 2
H -2.451 -0.777 0.714
C -1.421 -0.663 0.247
O -0.372 -1.192 0.583
O -1.307 0.551 -0.279
C -2.380 1.433 -0.220
H -2.075 2.467 -0.330
H -3.370 1.004 -0.344
Yb 1.439 0.162 -0.275
*
```

***

# 7
# C2H3O2Yb

A structure of composition C2H3O2Yb (ωB97M-V/def2-TZVPD, the Open Molecules 2025 dataset).

- Relative energy (zero: lowest compared OMol25 entry of this formula, charge and spin): 0.0 kcal/mol
- Molecular weight: 232.08 g mol⁻¹
- Gap between HOMO and LUMO (spin up / spin down): 8.15 / 5.71 eV
- Highest occupied orbital energy (spin up / spin down): -25.40 / -26.68 eV

Structure (ORCA input):
```
! RIJCOSX wB97M-V def2-TZVPD def2/J DEFGRID3
* xyz 3 3
O -2.021 2.810 -0.076
C -0.982 2.331 -0.080
Yb 2.001 0.455 -0.142
O -0.050 1.620 0.064
C 0.268 -1.697 0.047
H -0.198 -1.552 -0.933
H -0.043 -1.479 1.074
H 1.025 -2.488 0.046
*
```

***

# 8
# C2H3O3PS

The ion C2H3O3PS with charge -2 (ωB97M-V/def2-TZVPD, the Open Molecules 2025 dataset).

- Relative energy (zero: lowest compared OMol25 entry of this formula, charge and spin): 34.8 kcal/mol
- Molecular weight: 138.08 g mol⁻¹
- Gap between HOMO and LUMO: 5.16 eV
- Highest occupied orbital energy: 0.45 eV

Structure (ORCA input):
```
! RIJCOSX wB97M-V def2-TZVPD def2/J DEFGRID3
* xyz -2 1
O 2.733 -0.740 -0.767
P 1.943 -1.665 0.201
O 2.644 -2.076 1.447
O 1.038 -2.668 -0.497
C 0.470 -0.343 0.524
C 0.796 1.048 0.208
S -0.128 0.960 1.708
H -0.346 -0.901 -0.093
H 1.891 1.318 0.109
H 0.362 1.777 -0.496
*
```

***

# 9
# C2H3O3S

A cluster of 2 separate species, C2H3O3S in total (ωB97M-V/def2-TZVPD, the Open Molecules 2025 dataset).

- Relative energy (zero: lowest compared OMol25 entry of this formula, charge and spin): 67.9 kcal/mol
- Molecular weight: 107.11 g mol⁻¹
- Gap between HOMO and LUMO: 5.53 eV
- Highest occupied orbital energy: -1.97 eV

Structure (ORCA input):
```
! RIJCOSX wB97M-V def2-TZVPD def2/J DEFGRID3
* xyz -1 1
C 2.364 -0.477 -0.201
C -0.840 -0.406 0.368
O 2.400 0.651 -0.010
O 2.474 -1.576 -0.506
O -1.699 0.204 1.415
S -1.230 0.419 -1.351
H -1.517 -1.443 0.117
H -1.485 1.079 1.265
H -0.466 1.550 -1.097
*
```

***

# 10
# C2H3O3S

A cluster of 2 separate species, C2H3O3S in total (ωB97M-V/def2-TZVPD, the Open Molecules 2025 dataset).

- Relative energy (zero: lowest compared OMol25 entry of this formula, charge and spin): 167.2 kcal/mol
- Molecular weight: 107.11 g mol⁻¹
- Gap between HOMO and LUMO (spin up / spin down): 7.55 / 5.71 eV
- Highest occupied orbital energy (spin up / spin down): -3.76 / -2.79 eV

Structure (ORCA input):
```
! RIJCOSX wB97M-V def2-TZVPD def2/J DEFGRID3
* xyz -1 1
C -1.218 0.484 -0.295
C 0.149 -0.098 -0.304
O 1.172 0.428 1.994
O 2.775 -0.118 0.084
O -0.380 0.460 -1.417
S 1.613 0.634 0.614
H -1.983 -0.202 -0.610
H -1.637 1.477 0.053
H -0.490 -3.064 -0.119
*
```

***

# 11
# C2H3O3S2

A cluster of 2 separate species, C2H3O3S2 in total (ωB97M-V/def2-TZVPD, the Open Molecules 2025 dataset).

- Relative energy (zero: lowest compared OMol25 entry of this formula, charge and spin): 32.2 kcal/mol
- Molecular weight: 139.18 g mol⁻¹
- Gap between HOMO and LUMO (spin up / spin down): 7.37 / 7.37 eV
- Highest occupied orbital energy (spin up / spin down): -4.57 / -4.57 eV

Structure (ORCA input):
```
! RIJCOSX wB97M-V def2-TZVPD def2/J DEFGRID3
* xyz -1 1
C 0.084 -1.605 -0.102
C 0.804 -0.278 0.343
O 0.505 -2.626 0.398
O -0.905 -1.252 -0.730
O -2.001 1.386 -0.226
S 2.509 1.945 0.025
S 2.291 0.031 -0.304
H 0.105 0.581 0.573
H -1.297 0.878 -0.620
H -2.093 0.938 0.644
*
```

***

# 12
# C2H3OP

A structure of composition C2H3OP (ωB97M-V/def2-TZVPD, the Open Molecules 2025 dataset).

- Relative energy (zero: lowest compared OMol25 entry of this formula, charge and spin): 82.5 kcal/mol
- Molecular weight: 74.02 g mol⁻¹
- Gap between HOMO and LUMO (spin up / spin down): 9.05 / 9.05 eV
- Highest occupied orbital energy (spin up / spin down): -8.98 / -8.98 eV

Structure (ORCA input):
```
! RIJCOSX wB97M-V def2-TZVPD def2/J DEFGRID3
* xyz 0 1
C 1.214 -0.220 0.803
C -0.535 0.633 -0.208
O -0.611 1.500 1.006
P 0.875 1.249 1.675
H 2.014 -0.653 0.421
H -0.094 0.989 -1.145
H -1.292 -0.002 -0.443
*
```

***

# 13
# C2H3OP

An isolated molecule of C2H3OP (ωB97M-V/def2-TZVPD, the Open Molecules 2025 dataset).

- Relative energy (zero: lowest compared OMol25 entry of this formula, charge and spin): 32.1 kcal/mol
- Molecular weight: 74.02 g mol⁻¹
- Gap between HOMO and LUMO: 10.76 eV
- Highest occupied orbital energy: -9.67 eV

Structure (ORCA input):
```
! RIJCOSX wB97M-V def2-TZVPD def2/J DEFGRID3
* xyz 0 1
O 1.547 -0.999 0.091
P 0.854 0.706 -0.256
C -0.900 0.149 -0.475
C -0.659 0.641 0.708
H 1.830 -1.427 -0.648
H -1.813 -0.138 -1.024
H -0.859 1.067 1.604
*
```

***

# 14
# C2H3OP

A cluster of 2 separate species, C2H3OP in total (ωB97M-V/def2-TZVPD, the Open Molecules 2025 dataset).

- Relative energy (zero: lowest compared OMol25 entry of this formula, charge and spin): 58.7 kcal/mol
- Molecular weight: 74.02 g mol⁻¹
- Gap between HOMO and LUMO: 8.72 eV
- Highest occupied orbital energy: -9.86 eV

Structure (ORCA input):
```
! RIJCOSX wB97M-V def2-TZVPD def2/J DEFGRID3
* xyz 0 1
C 1.479 0.301 1.644
C 0.963 -0.427 0.822
H 2.045 0.993 2.201
H 0.765 -1.008 0.058
O -2.535 -1.310 -1.868
P -1.254 -0.636 -2.111
H -1.304 0.381 -1.057
*
```

***

# 15
# C2H3OPS2

An isolated molecule of C2H3OPS2 (ωB97M-V/def2-TZVPD, the Open Molecules 2025 dataset).

- Relative energy (zero: lowest compared OMol25 entry of this formula, charge and spin): 10.7 kcal/mol
- Molecular weight: 138.15 g mol⁻¹
- Gap between HOMO and LUMO: 9.74 eV
- Highest occupied orbital energy: -9.50 eV

Structure (ORCA input):
```
! RIJCOSX wB97M-V def2-TZVPD def2/J DEFGRID3
* xyz 0 1
C -1.717 -0.853 1.227
C -0.650 -0.831 0.573
P 0.820 -0.210 -0.254
O 0.210 0.071 -1.731
S 2.495 -1.153 -0.093
S 0.736 1.763 0.576
H -2.404 -0.943 2.014
H 0.920 0.459 -2.375
H -0.410 1.697 0.063
*
```

***

# 16
# C2H3ORu

A structure of composition C2H3ORu (ωB97M-V/def2-TZVPD, the Open Molecules 2025 dataset).

- Relative energy (zero: lowest compared OMol25 entry of this formula, charge and spin): 16.7 kcal/mol
- Molecular weight: 144.12 g mol⁻¹
- Gap between HOMO and LUMO (spin up / spin down): 7.32 / 8.13 eV
- Highest occupied orbital energy (spin up / spin down): -12.55 / -16.22 eV

Structure (ORCA input):
```
! RIJCOSX wB97M-V def2-TZVPD def2/J DEFGRID3
* xyz 1 7
C -0.489 -0.116 -0.521
C 0.396 0.748 0.139
O 0.898 0.415 1.259
Ru -0.171 -1.814 1.375
H -1.561 0.017 -0.329
H -0.104 -0.634 -1.405
H 1.031 1.384 -0.516
*
```

***

# 17
# C2H3OTb

A structure of composition C2H3OTb (ωB97M-V/def2-TZVPD, the Open Molecules 2025 dataset).

- Relative energy (zero: lowest compared OMol25 entry of this formula, charge and spin): 0.0 kcal/mol
- Molecular weight: 201.97 g mol⁻¹
- Gap between HOMO and LUMO (spin up / spin down): 6.38 / 8.84 eV
- Highest occupied orbital energy (spin up / spin down): -18.56 / -18.39 eV

Structure (ORCA input):
```
! RIJCOSX wB97M-V def2-TZVPD def2/J DEFGRID3
* xyz 2 7
O -1.339 0.632 0.315
C -0.710 -0.494 -0.314
Tb 0.886 1.402 -0.015
H -2.275 0.552 0.543
C -1.323 -1.682 -0.170
H -0.847 -2.579 -0.570
H -2.339 -1.796 0.232
*
```

***

# 18
# C2H3P

A cluster of 2 separate species, C2H3P in total (ωB97M-V/def2-TZVPD, the Open Molecules 2025 dataset).

- Relative energy (zero: lowest compared OMol25 entry of this formula, charge and spin): 42.3 kcal/mol
- Molecular weight: 58.02 g mol⁻¹
- Gap between HOMO and LUMO: 9.53 eV
- Highest occupied orbital energy: -9.18 eV

Structure (ORCA input):
```
! RIJCOSX wB97M-V def2-TZVPD def2/J DEFGRID3
* xyz 0 1
C -0.297 0.977 -0.086
C 0.620 -0.126 -0.452
P 0.712 1.591 -1.196
H -1.579 1.547 0.468
H 1.285 -0.571 0.238
H 0.065 -0.846 -0.917
*
```

***

# 19
# C2H3P

A structure of composition C2H3P (ωB97M-V/def2-TZVPD, the Open Molecules 2025 dataset).

- Relative energy (zero: lowest compared OMol25 entry of this formula, charge and spin): 102.9 kcal/mol
- Molecular weight: 58.02 g mol⁻¹
- Gap between HOMO and LUMO (spin up / spin down): 8.29 / 8.27 eV
- Highest occupied orbital energy (spin up / spin down): -9.46 / -9.47 eV

Structure (ORCA input):
```
! RIJCOSX wB97M-V def2-TZVPD def2/J DEFGRID3
* xyz 0 1
C 1.013 -0.862 -0.536
C 0.403 0.312 1.940
P -0.508 -0.032 0.560
H 1.934 0.093 -0.273
H 1.694 -1.628 -0.069
H 1.216 -0.234 2.416
*
```

***

# 20
# C2H40O20Y

A structure of composition C2H40O20Y (ωB97M-V/def2-TZVPD, the Open Molecules 2025 dataset).

- Relative energy (zero: lowest compared OMol25 entry of this formula, charge and spin): 46.5 kcal/mol
- Molecular weight: 473.23 g mol⁻¹
- Gap between HOMO and LUMO: 6.56 eV
- Highest occupied orbital energy: -11.72 eV

Structure (ORCA input):
```
! RIJCOSX wB97M-V def2-TZVPD def2/J DEFGRID3
* xyz 1 1
Y -2.527 1.109 0.023
O -0.561 1.368 -0.857
C 0.334 0.549 -0.226
C -0.300 -0.645 0.412
O -1.188 -0.078 1.337
H 1.002 1.066 0.541
H 0.927 0.108 -1.032
H 0.364 -1.272 0.949
H -0.805 -1.252 -0.291
O 0.235 1.040 -3.382
H -0.569 1.401 -3.687
H 0.201 1.007 -2.414
O 3.593 2.018 0.299
H 3.120 1.239 0.499
H 3.715 2.397 1.158
O 1.563 3.154 -1.121
H 2.085 2.664 -0.431
H 0.662 2.735 -1.059
O -3.118 -1.509 2.885
H -3.508 -2.237 2.435
H -2.576 -1.257 2.117
O 2.819 -0.410 1.841
H 2.023 -0.199 2.337
H 3.528 -0.281 2.476
O 3.449 -1.356 -0.691
H 2.732 -1.745 -1.185
H 3.079 -1.368 0.217
O -1.261 -1.693 -2.816
H -1.659 -2.369 -2.233
H -0.886 -1.965 -3.656
O 2.097 -0.918 -3.418
H 1.467 -0.248 -3.280
H 2.794 -0.647 -4.032
O 1.385 3.205 2.068
H 1.830 3.835 2.623
H 1.070 3.740 1.375
O -2.166 -3.287 -0.766
H -1.332 -3.343 -0.258
H -2.386 -4.210 -0.935
O -2.778 0.664 -2.238
H -2.077 0.471 -2.868
H -3.595 0.825 -2.745
O 0.945 -2.747 -1.399
H 0.367 -3.436 -1.677
H 0.304 -2.030 -1.428
O 0.625 0.710 3.260
H 1.063 1.479 2.962
H 0.018 0.454 2.561
O -1.688 2.505 1.804
H -1.809 2.054 2.633
H -0.881 2.970 1.744
O -0.231 -2.015 3.124
H -0.269 -1.512 2.324
H -0.336 -1.299 3.687
O 2.218 -3.118 1.860
H 1.296 -3.281 2.095
H 2.318 -2.162 1.848
O -1.564 4.450 -1.906
H -2.129 3.808 -1.547
H -2.074 5.252 -1.789
O -3.490 -1.136 0.084
H -4.440 -1.342 0.117
H -3.025 -1.911 -0.327
*
```